# 1
{
  "formula": "C46H76Cl2F24O28S4",
  "method": "ωB97M-V with the def2-TZVPD basis set",
  "gap_ev": 10.80,
  "lumo_ha": 0.002,
  "spin_multiplicity": 1,
  "mol_weight_g_mol": 1732.21,
  "species": ["Cl", "Cl", "S", "S", "S", "S", "F", "F", "F", "F", "F", "F", "F", "F", "F", "F", "F", "F", "F", "F", "F", "F", "F", "F", "F", "F", "F", "F", "F", "F", "O", "O", "O", "O", "O", "O", "O", "O", "O", "O", "O", "O", "O", "O", "O", "O", "O", "O", "O", "O", "O", "O", "O", "O", "O", "O", "O", "O", "C", "C", "C", "C", "C", "C", "C", "C", "C", "C", "C", "C", "C", "C", "C", "C", "C", "C", "C", "C", "C", "C", "C", "C", "C", "C", "C", "C", "C", "C", "C", "C", "C", "C", "C", "C", "C", "C", "C", "C", "C", "C", "C", "C", "C", "C", "H", "H", "H", "H", "H", "H", "H", "H", "H", "H", "H", "H", "H", "H", "H", "H", "H", "H", "H", "H", "H", "H", "H", "H", "H", "H", "H", "H", "H", "H", "H", "H", "H", "H", "H", "H", "H", "H", "H", "H", "H", "H", "H", "H", "H", "H", "H", "H", "H", "H", "H", "H", "H", "H", "H", "H", "H", "H", "H", "H", "H", "H", "H", "H", "H", "H", "H", "H", "H", "H", "H", "H", "H", "H", "H", "H"],
  "positions_angstrom": [[16.3687, 21.6847, 14.6284], [20.5911, 21.6087, 15.4170], [18.9943, 16.9136, 23.0173], [18.1041, 17.5918, 8.8755], [19.7504, 22.4760, 20.2456], [19.9155, 13.0238, 20.3687], [19.6272, 15.5381, 14.3995], [11.1048, 12.3696, 18.3539], [15.4458, 17.0926, 15.9563], [11.2117, 16.2080, 10.6430], [15.3797, 17.3794, 25.4297], [15.3127, 16.4202, 23.4595], [23.5552, 14.0098, 16.6569], [21.8160, 15.2666, 17.1584], [14.8068, 15.0632, 15.5331], [10.6455, 14.2291, 19.2293], [17.6807, 14.5735, 14.7968], [17.7930, 16.6726, 14.4263], [13.1866, 17.0079, 10.5292], [11.5346, 12.6508, 20.4370], [15.5823, 8.1890, 13.4321], [14.0900, 9.0396, 12.1891], [23.7196, 15.6226, 18.0782], [23.0508, 16.3120, 23.8640], [25.0248, 15.4555, 23.2919], [13.6341, 7.3171, 13.3128], [24.9111, 17.4232, 24.1587], [14.2414, 16.5935, 14.1246], [13.7114, 17.7143, 24.1656], [11.9991, 17.2933, 12.4194], [17.5302, 18.2536, 10.2237], [18.0252, 16.7005, 22.0266], [13.4769, 14.4495, 19.8736], [13.2741, 16.5686, 17.4781], [12.4859, 14.5168, 12.9191], [18.1643, 16.7753, 24.3933], [16.1719, 19.6815, 24.3196], [19.7070, 18.1743, 23.0387], [18.9757, 17.0304, 16.8704], [14.2723, 10.6340, 14.3817], [24.6029, 18.2232, 21.6322], [19.4499, 12.6315, 21.6766], [20.7377, 21.5409, 19.7706], [12.0419, 16.4070, 15.6285], [21.2934, 12.2619, 20.1038], [18.4147, 22.0719, 20.1159], [20.1025, 22.7311, 21.7645], [13.8724, 14.7348, 11.1777], [20.0648, 14.4301, 19.9981], [24.3696, 16.0133, 14.9504], [13.2338, 8.9331, 15.3942], [13.3009, 13.7788, 17.7069], [18.2733, 14.9556, 17.2259], [15.4851, 18.8343, 22.3321], [17.9382, 18.4785, 7.7765], [23.2795, 16.4527, 21.2284], [17.5697, 16.2225, 8.7200], [22.6854, 17.2787, 15.8272], [22.5293, 12.9539, 20.6227], [18.8424, 17.0185, 25.6880], [12.3130, 16.4835, 11.4160], [19.0000, 17.2625, 18.3511], [14.8100, 15.0373, 19.8559], [14.4379, 13.4897, 11.3535], [24.2822, 16.5701, 23.3579], [18.9125, 15.6618, 26.4218], [23.1033, 15.2603, 16.9488], [16.0841, 18.5095, 10.0381], [23.9761, 17.1241, 21.9030], [22.8165, 18.3288, 14.7012], [20.1846, 15.6238, 23.1884], [10.8900, 16.7962, 16.3448], [20.0960, 24.0226, 19.5078], [14.0995, 11.5921, 15.5714], [12.9610, 13.8650, 18.8205], [18.5810, 15.8307, 16.5020], [15.7893, 20.0245, 21.6004], [14.4593, 16.3426, 15.4349], [23.7798, 12.2328, 20.1785], [18.1459, 21.1354, 14.5006], [18.8525, 21.9448, 15.6038], [11.5724, 13.2202, 19.2222], [15.1177, 21.2872, 22.0955], [19.8131, 17.5811, 9.3120], [13.1748, 16.4938, 16.3042], [15.0108, 17.5211, 24.1863], [20.0584, 22.2666, 24.0861], [24.5518, 18.7541, 20.2784], [23.5534, 16.2706, 15.8136], [9.9325, 17.4311, 15.3739], [14.3095, 8.4587, 13.3285], [23.8309, 20.1422, 20.2145], [15.6581, 13.7412, 12.3262], [15.5960, 19.1781, 11.2287], [18.4269, 15.6564, 14.9680], [15.6050, 18.8244, 23.6687], [15.3008, 11.4779, 16.4609], [18.9729, 12.2600, 19.1553], [19.7612, 21.7071, 22.7092], [13.8627, 9.3913, 14.5081], [12.8922, 15.0860, 11.9634], [15.7950, 13.8930, 19.8837], [21.5722, 18.4071, 13.8672], [19.3319, 18.7269, 18.5262], [19.5812, 24.8614, 19.9527], [14.8876, 15.6475, 18.9154], [18.0665, 16.8370, 18.7391], [18.5147, 21.6146, 16.5995], [19.7994, 17.4757, 25.6072], [18.5325, 19.3492, 18.0745], [18.8911, 15.6578, 27.4764], [16.3304, 20.0107, 11.4319], [15.3650, 13.1851, 20.5277], [15.6221, 19.9675, 20.5476], [16.7535, 14.0607, 20.3246], [23.7860, 12.2597, 19.1220], [22.9493, 19.2127, 15.2984], [21.6686, 19.2315, 13.2536], [13.6791, 12.8876, 11.8265], [18.4991, 21.2645, 13.5043], [23.7091, 18.0612, 14.1618], [15.7074, 18.5514, 12.0844], [24.2831, 20.7469, 21.0328], [20.2716, 18.9039, 18.0351], [21.7058, 17.5809, 13.1804], [18.1781, 17.7227, 26.1816], [20.6392, 15.8143, 24.1568], [19.6714, 23.2869, 24.0100], [9.4582, 16.7052, 14.7389], [15.8873, 19.1813, 9.1830], [18.3088, 20.0931, 14.8951], [14.8798, 15.6970, 20.6857], [18.6693, 21.5916, 22.6444], [15.9789, 12.7662, 12.7179], [19.3165, 18.9178, 19.5548], [19.7006, 14.6831, 23.2129], [20.0449, 18.5989, 9.7056], [19.7407, 23.8941, 18.4833], [15.3069, 21.4327, 23.1471], [24.6382, 12.6973, 20.7104], [15.2555, 14.3264, 13.1347], [16.4676, 14.2656, 11.7851], [20.8129, 15.5945, 22.3280], [16.8622, 20.1378, 21.5831], [10.2904, 18.2637, 14.8859], [22.7929, 20.0943, 20.4110], [24.0451, 18.0246, 19.6388], [16.0077, 13.4356, 18.9034], [9.1024, 17.8229, 15.9972], [14.6713, 13.0084, 10.4100], [11.2297, 17.4843, 17.1982], [18.6966, 23.0116, 15.4083], [20.3406, 20.8524, 22.3718], [13.1580, 11.2967, 16.0814], [20.2890, 17.3374, 8.3654], [14.5812, 19.5128, 11.1387], [20.6844, 18.1534, 14.4103], [15.5815, 17.6128, 9.8418], [18.0348, 12.0090, 19.6096], [18.1069, 15.0057, 26.1471], [14.0491, 21.2211, 21.9682], [20.0852, 16.7246, 9.9253], [16.1927, 11.7008, 15.8337], [23.7057, 11.2128, 20.4686], [19.6766, 21.7351, 24.9406], [19.5159, 11.3398, 18.8528], [18.7981, 12.9594, 18.3408], [19.7312, 16.5869, 18.8170], [15.2681, 12.2880, 17.1680], [24.0141, 20.7077, 19.2801], [10.4740, 15.8219, 16.8199], [25.6104, 18.7782, 19.8989], [15.4343, 22.1493, 21.5647], [14.0463, 12.5503, 15.1045], [21.2256, 24.1579, 19.5379], [19.8032, 15.0029, 26.3209], [15.3270, 10.5389, 16.9080], [22.3697, 13.0904, 21.7800], [21.1630, 22.3491, 24.3394], [22.6323, 13.9629, 20.2200]],
  "lowdin_charge": [0.49, 0.57, 0.57, 0.59, 0.52, 0.58, 0.17, 0.19, 0.17, 0.13, 0.20, 0.16, 0.14, 0.20, 0.16, 0.12, 0.17, 0.18, 0.14, 0.16, 0.20, 0.19, 0.15, 0.13, 0.16, 0.17, 0.17, 0.15, 0.19, 0.18, -0.25, -0.25, 0.04, 0.16, 0.17, -0.28, 0.14, -0.29, 0.03, 0.02, 0.05, -0.28, -0.30, 0.03, -0.27, -0.26, -0.27, 0.02, -0.30, 0.14, 0.17, 0.18, 0.16, 0.03, -0.27, 0.17, -0.30, 0.01, -0.22, -0.19, -0.47, -0.14, -0.13, -0.18, -0.51, -0.06, -0.54, -0.28, -0.43, -0.12, -0.10, -0.21, -0.12, -0.12, -0.42, -0.44, -0.19, -0.50, -0.06, -0.59, -0.68, -0.52, -0.05, -0.13, -0.40, -0.59, -0.06, -0.15, -0.37, -0.06, -0.62, -0.04, -0.02, -0.08, -0.58, -0.36, -0.05, -0.12, -0.25, -0.43, -0.41, -0.04, -0.06, -0.04, 0.07, 0.12, 0.13, 0.07, 0.10, 0.09, 0.05, 0.10, 0.08, 0.12, 0.06, 0.06, 0.10, 0.05, 0.11, 0.05, 0.11, 0.07, 0.09, 0.08, 0.08, 0.12, 0.06, 0.08, 0.08, 0.13, 0.08, 0.11, 0.12, 0.08, 0.05, 0.05, 0.09, 0.07, 0.07, 0.10, 0.04, 0.09, 0.05, 0.10, 0.05, 0.04, 0.10, 0.07, 0.09, 0.13, 0.15, 0.06, 0.11, 0.13, 0.07, 0.09, 0.07, 0.09, 0.06, 0.08, 0.08, 0.07, 0.10, 0.07, 0.07, 0.10, 0.06, 0.11, 0.05, 0.09, 0.16, 0.14, 0.07, 0.10, 0.11, 0.08, 0.06, 0.16, 0.10, 0.08]
}


# 2
{
  "formula": "C3H8N2O",
  "method": "ωB97M-V with the def2-TZVPD basis set",
  "gap_ev": 10.31,
  "e_above_lowest_kj_mol": 22.3,
  "lumo_ha": 0.031,
  "smiles": "CCNC(N)=O",
  "spin_multiplicity": 1,
  "mol_weight_g_mol": 88.11,
  "species": ["O", "N", "N", "C", "C", "C", "H", "H", "H", "H", "H", "H", "H", "H"],
  "positions_angstrom": [[-0.9641, -1.6429, -1.9963], [-0.3651, 0.5357, -2.2442], [-0.3967, -0.4985, -0.1439], [-0.5877, -0.6009, -1.4892], [0.1002, 0.5581, 0.7124], [0.6753, -0.0805, 1.9515], [1.0458, 0.6231, 2.6841], [0.1208, 1.2889, -1.7906], [0.8527, 1.1247, 0.1623], [1.4736, -0.7714, 1.6696], [-0.1111, -0.6947, 2.4038], [-0.6206, 0.3491, -3.1943], [-0.4898, -1.3947, 0.2997], [-0.7334, 1.2039, 0.9753]],
  "lowdin_charge": [0.03, 0.16, 0.04, -0.64, -0.26, -0.09, 0.07, 0.08, 0.11, 0.08, 0.08, 0.10, 0.13, 0.11]
}


# 3
{
  "formula": "CH8AlOP2STl",
  "method": "ωB97M-V with the def2-TZVPD basis set",
  "gap_ev": 3.83,
  "lumo_ha": -0.401,
  "total_charge": 2,
  "spin_multiplicity": 1,
  "mol_weight_g_mol": 361.45,
  "species": ["Tl", "S", "P", "P", "Al", "O", "C", "H", "H", "H", "H", "H", "H", "H", "H"],
  "positions_angstrom": [[-4.7612, -2.2493, -0.1124], [-3.0555, 1.0090, -1.8074], [-2.6370, 0.2038, -0.0838], [1.4973, -0.3272, -0.4381], [-0.4768, 1.1717, 0.5298], [1.5554, -1.7304, 0.2180], [3.1683, 0.1862, -0.3584], [0.7596, -2.0923, 0.6414], [3.5401, 0.5392, -1.3321], [-2.6421, -1.2217, -0.2964], [-3.6469, 0.3659, 0.8981], [3.8237, -0.5880, 0.0467], [-0.2148, 2.4925, -0.2497], [-0.0242, 1.1592, 2.0498], [3.1141, 1.0813, 0.2944]],
  "lowdin_charge": [1.01, 0.10, -0.03, 1.08, 0.31, -0.17, -0.20, 0.12, 0.10, -0.25, -0.08, 0.09, -0.10, -0.10, 0.10]
}


# 4
{
  "formula": "C5H8O2",
  "method": "ωB97M-V with the def2-TZVPD basis set",
  "gap_ev": 11.12,
  "e_above_lowest_kj_mol": 219.3,
  "lumo_ha": 0.034,
  "smiles": "O[C@H]1C[C@]2(CO2)C1",
  "spin_multiplicity": 1,
  "mol_weight_g_mol": 100.12,
  "species": ["O", "O", "C", "C", "C", "C", "C", "H", "H", "H", "H", "H", "H", "H", "H"],
  "positions_angstrom": [[-1.2936, -1.2821, -0.4714], [0.7730, 1.5273, -1.7401], [1.0938, -0.3971, -0.1820], [-1.0988, -1.5846, 0.9091], [-0.3628, -0.5075, 0.2610], [0.8625, 1.1248, -0.3963], [-0.4982, 1.0104, 0.3457], [-1.3551, 1.4375, -0.1846], [-1.9409, -1.3488, 1.5605], [1.8084, -0.6249, 0.6157], [-0.6026, -2.5344, 1.1109], [1.3610, -0.9587, -1.0827], [1.5991, 1.7871, 0.0639], [-0.4747, 1.3955, 1.3703], [0.1287, 0.9555, -2.1800]],
  "lowdin_charge": [-0.01, -0.02, -0.03, -0.07, -0.45, -0.35, -0.03, 0.13, 0.12, 0.12, 0.12, 0.13, 0.14, 0.12, 0.10]
}